136
Properties=species:S:1:pos:R:3:forces:R:3:mulliken_charge:R:1 method="wB97M-V/def2-TZVPD" e_tot_ha=-4049.2309 multiplicity=1 e_homo_ha="-0.575 / -0.575" charge=+3 orbital_gap_ev="4.68 / 4.52" relative_energy_kcal_mol=21.5 lumo_ev="-11.0 / -11.1"
V -0.937065 0.396837 -0.454366 -0.6 -1.2 1.9 -2.40
C -3.845065 2.825937 -2.693766 0.2 0.0 0.0 -1.34
C -3.152065 3.745837 -1.699566 -0.5 -0.2 -0.2 0.24
C -4.165765 4.213837 -0.637566 0.2 0.1 -0.1 -1.42
C -1.867265 3.383037 -0.987966 0.1 1.7 -0.2 0.53
C -1.100265 4.481937 -0.607566 -0.1 -0.9 -0.2 -1.17
C -0.058665 4.030337 0.191634 -0.4 0.0 -0.2 0.09
C 0.887935 4.895037 0.960534 0.3 0.1 0.1 1.10
C 0.225835 6.235237 1.290134 -0.1 -0.2 0.1 -1.78
C 2.183735 5.154037 0.182534 -0.1 -0.2 0.1 -1.49
N -0.169365 2.688737 0.236834 1.2 0.6 0.6 0.39
N -1.274465 2.280337 -0.452766 -0.3 -0.9 -0.4 0.83
B 0.618635 1.759837 1.173034 -0.1 -0.1 0.5 0.55
N -0.428965 1.045337 2.045434 0.4 0.7 0.7 0.47
N -1.324065 0.172737 1.504234 -0.2 -0.3 -0.7 0.71
C -1.991065 -0.411263 2.539534 -0.1 -0.3 1.0 -0.04
C -1.529765 0.152937 3.719434 0.0 0.0 -0.6 -0.90
C -0.537565 1.071837 3.382334 -0.2 -0.2 -0.1 0.01
C 0.245335 1.912137 4.334134 0.1 0.1 0.2 0.97
C 1.091735 1.025137 5.257134 0.1 0.1 -0.2 -1.56
C -0.706265 2.773437 5.175234 0.1 0.0 -0.2 -1.60
C -3.014565 -1.519863 2.542034 -0.2 -0.1 -0.2 2.58
C -3.247565 -2.065263 3.956134 0.2 0.0 -0.2 -2.23
C -4.357865 -1.082463 1.954734 0.2 -0.2 0.0 -1.59
N 1.447135 0.664237 0.458834 1.0 1.1 1.0 0.82
N 0.829335 -0.205763 -0.368666 -0.8 -0.2 -0.1 1.15
C 1.758735 -1.044763 -0.900266 1.5 -0.7 -0.5 0.15
C 2.969435 -0.726063 -0.313466 -1.0 -0.2 -0.2 -1.42
C 2.758835 0.384337 0.518734 -0.1 -0.3 -0.2 0.36
C 3.935235 1.066037 1.138334 0.1 0.4 0.2 0.30
C 4.605435 1.878237 0.008734 0.0 -0.1 0.0 -1.38
C 3.764735 1.920937 2.387034 0.0 -0.2 -0.1 -1.50
C 1.622235 -1.944563 -2.100666 -0.2 -0.2 -0.2 2.26
C 3.015535 -2.336063 -2.608466 -0.1 0.2 0.0 -2.47
C 0.819235 -3.240963 -1.964266 -0.1 0.2 0.0 -1.87
H -4.453665 3.440337 -3.354166 -0.1 0.0 0.0 0.62
H -3.123465 2.296637 -3.306766 -0.2 0.0 -0.1 0.16
H -4.514165 2.135137 -2.192866 0.0 0.2 -0.1 0.38
H -2.867165 4.632037 -2.276166 0.1 -0.1 0.2 0.55
H -4.539865 3.375537 -0.052266 0.0 -0.1 0.1 0.29
H -3.732065 4.946937 0.037434 0.0 0.0 0.1 0.42
H -5.001465 4.686537 -1.146466 -0.1 0.0 0.0 0.41
H -1.301265 5.496937 -0.879466 -0.1 0.2 0.0 0.64
H 1.134035 4.394537 1.901634 0.0 0.0 -0.1 -0.14
H 0.114035 6.845437 0.399234 0.0 0.1 -0.1 0.36
H -0.748865 6.094237 1.747134 -0.1 0.1 0.1 0.43
H 0.849735 6.785237 1.988134 0.1 0.1 0.0 0.44
H 1.983135 5.771037 -0.688666 0.0 0.0 -0.1 0.44
H 2.886435 5.684837 0.819234 0.1 0.1 0.0 0.42
H 2.640935 4.225837 -0.144566 0.1 -0.1 -0.1 0.11
H 1.338935 2.396137 1.831234 0.1 0.1 0.1 -0.83
H -1.873465 -0.071263 4.705934 -0.1 -0.1 0.2 0.84
H 0.915035 2.581637 3.793734 0.0 -0.1 -0.1 -0.44
H 0.471435 0.321837 5.805134 -0.1 -0.1 0.1 0.38
H 1.841235 0.469737 4.697134 0.0 -0.1 0.0 0.21
H 1.608535 1.652737 5.977634 0.1 0.0 0.1 0.47
H -1.326565 2.159537 5.821234 -0.1 -0.1 0.1 0.36
H -0.112665 3.432337 5.803234 0.0 0.1 0.1 0.49
H -1.348665 3.385737 4.547334 -0.1 0.1 0.0 0.38
H -2.640465 -2.352863 1.943434 0.0 0.1 0.1 -0.84
H -3.782965 -1.350963 4.576234 0.0 0.1 0.1 0.47
H -3.855565 -2.963663 3.886134 -0.1 0.0 0.0 0.47
H -2.314365 -2.337163 4.441234 0.1 0.0 0.1 0.39
H -4.635565 -0.091763 2.306734 -0.1 0.1 0.0 0.36
H -4.316765 -1.101863 0.872034 -0.1 0.0 0.0 0.30
H -5.127965 -1.779763 2.271334 -0.1 0.0 0.0 0.54
H 3.917035 -1.199063 -0.472166 0.1 -0.1 -0.1 1.11
H 4.626135 0.253137 1.394834 -0.2 0.0 -0.1 0.47
H 3.902735 2.577537 -0.438366 0.0 0.1 0.0 0.18
H 5.441435 2.435137 0.423334 0.1 0.0 0.0 0.47
H 4.983735 1.227437 -0.774666 0.0 0.0 -0.1 0.39
H 3.344335 2.896437 2.165634 -0.1 0.1 0.0 0.18
H 3.152935 1.417337 3.128934 -0.1 0.0 0.2 0.11
H 4.749435 2.082637 2.817934 0.0 0.0 0.1 0.61
H 1.116135 -1.331063 -2.858866 0.2 -0.2 0.1 -1.17
H 3.474435 -3.045163 -1.921766 0.1 -0.1 0.0 0.59
H 2.929135 -2.824063 -3.575466 -0.1 0.0 0.0 0.43
H 3.670935 -1.478463 -2.724866 0.1 0.1 -0.1 0.51
H 1.176935 -3.842963 -1.133366 0.0 -0.1 0.1 0.45
H -0.244965 -3.054863 -1.870966 0.0 -0.1 0.0 0.24
H 0.968035 -3.819963 -2.872166 0.0 0.0 -0.1 0.61
C 2.591835 -1.409563 -7.894066 0.2 -0.2 -0.2 -1.49
C 1.939335 -0.782763 -6.717666 -0.2 0.2 0.3 0.98
C 2.708335 -0.253463 -5.674666 -0.3 0.0 0.0 -1.08
C 2.104835 0.318037 -4.571166 0.1 0.1 0.2 -0.30
C 0.719735 0.374937 -4.510566 -0.3 0.3 0.5 -0.03
C -0.064465 -0.094563 -5.550466 -0.2 0.0 -0.1 -0.91
C 0.546435 -0.687663 -6.638266 0.1 0.0 0.1 -1.18
S -0.063365 1.116037 -3.107366 0.8 0.7 -1.1 2.26
O 0.916635 1.554637 -2.146666 0.2 -0.2 -0.5 -0.61
O -1.057165 2.061137 -3.499766 -0.1 -0.1 -0.5 -0.85
N -0.931965 -0.094863 -2.273866 1.3 0.1 -0.3 1.30
C -2.283565 -0.184563 -2.434566 -2.2 -0.3 -0.8 0.36
C -3.058665 -0.634263 -3.503566 0.5 0.1 0.4 -1.08
C -4.433365 -0.677963 -3.329366 0.0 0.1 0.2 -0.99
C -4.994065 -0.254563 -2.128666 0.4 0.0 0.1 -1.23
C -4.154165 0.196237 -1.117466 -0.7 -0.2 0.3 -0.83
N -2.834865 0.204837 -1.270666 0.4 0.0 -0.5 0.82
H 3.063235 -2.351563 -7.613966 0.0 -0.1 0.0 0.32
H 3.382435 -0.770263 -8.284066 0.0 0.0 -0.1 0.39
H 1.875735 -1.615663 -8.683066 0.0 0.0 -0.1 0.39
H 3.785135 -0.286463 -5.743166 0.1 0.0 0.0 0.50
H 2.678835 0.741637 -3.763166 0.2 0.0 0.1 0.70
H -1.133965 0.040937 -5.520966 -0.1 0.0 -0.1 0.73
H -0.058965 -1.075763 -7.443666 0.0 0.0 -0.1 0.41
H -2.603365 -0.953563 -4.426366 0.1 -0.1 0.0 0.73
H -5.067765 -1.033663 -4.128066 0.0 0.0 -0.1 0.57
H -6.064865 -0.227363 -1.997566 0.0 0.0 0.1 0.60
H -4.555865 0.586337 -0.191666 0.1 0.0 0.0 0.77
C 2.024735 -2.304063 3.147834 -0.2 -0.1 0.2 -0.25
C 0.933535 -3.353963 3.403134 0.2 0.4 0.0 -0.43
N 1.149835 -4.548763 2.624934 -0.4 0.0 -0.1 0.18
C 2.159035 -5.506763 3.058234 0.5 -0.5 -0.3 -0.70
C 3.420335 -5.469663 2.198334 -0.2 0.0 0.2 -1.06
C 0.514835 -4.830163 1.472934 0.0 0.4 0.3 -0.08
O 0.791035 -5.781763 0.771234 -0.1 -0.4 -0.2 -0.62
C -0.620165 -3.966463 0.957934 -0.1 0.3 -0.2 1.36
C -1.734565 -4.656663 0.479734 0.1 0.3 0.0 -0.92
C -2.660565 -3.965663 -0.277766 0.2 0.2 0.0 -1.52
C -2.426565 -2.626963 -0.567066 -0.4 -0.3 -0.2 -0.07
N -1.381265 -1.950663 -0.098366 0.1 0.7 -0.2 1.72
C -0.504965 -2.611363 0.663934 0.2 -0.5 0.4 -1.12
H 1.689135 -1.335463 3.510934 0.0 0.2 0.1 -0.21
H 2.253335 -2.223863 2.085234 0.0 0.0 -0.1 -0.09
H 2.941835 -2.565163 3.669034 0.1 0.0 0.0 0.73
H -0.050565 -2.943163 3.161734 0.1 -0.1 0.1 -0.35
H 0.936135 -3.619163 4.463634 -0.1 0.0 -0.1 0.57
H 1.728735 -6.509163 2.970134 0.0 0.1 0.2 0.44
H 2.389935 -5.308063 4.103834 -0.1 0.0 0.0 0.42
H 3.182835 -5.738363 1.172934 0.0 0.0 0.0 0.30
H 4.127335 -6.198963 2.581134 0.2 0.0 0.0 0.44
H 3.882835 -4.486563 2.219834 0.1 0.1 0.0 0.23
H -1.840665 -5.714063 0.672734 0.0 -0.1 0.0 0.66
H -3.529865 -4.457063 -0.681766 -0.1 0.0 -0.1 0.58
H -3.119365 -2.115963 -1.215066 0.0 0.1 0.0 0.16
H 0.344635 -2.055263 1.028634 0.0 0.0 0.1 -0.23



31
Properties=species:S:1:pos:R:3:forces:R:3:mulliken_charge:R:1 method="wB97M-V/def2-TZVPD" e_tot_ha=-1047.4030 multiplicity=1 e_homo_ha="-0.332 / -0.256" orbital_gap_ev="8.65 / 5.58" relative_energy_kcal_mol=41.2 lumo_ev="-0.4 / -1.4"
C -1.598069 1.996988 -0.966159 2.2 0.4 -0.7 -1.52
C -1.131929 1.431338 1.395989 -1.1 0.7 -2.2 -1.43
C 0.579554 2.602395 -0.006244 2.2 -0.1 -3.3 -1.47
C 1.275228 -1.675670 1.529820 -3.3 -4.4 -1.2 -1.75
C 1.067040 -2.778883 -0.743301 1.1 0.5 1.4 -1.75
C 2.850673 -1.002754 -0.189459 -2.2 3.8 0.0 -1.64
C -0.439704 1.471620 -0.022027 -1.7 1.4 0.8 1.41
C 1.376096 -1.445547 0.034406 0.6 0.7 -0.5 1.59
F 0.727302 0.240707 -2.180177 0.4 0.0 -0.3 -0.34
Si 0.154444 -0.178021 -0.730700 -0.7 -0.3 0.5 0.06
P -4.241202 -0.941783 -0.223859 -0.4 0.5 2.9 -0.04
H -1.713304 3.099397 -0.756472 -0.6 -1.2 0.3 0.40
H -1.147670 2.046924 -2.012756 -1.2 -0.6 0.9 0.37
H -2.452395 1.332635 -0.767743 -0.1 0.7 -0.8 0.21
H -1.465525 2.479173 1.544669 0.8 -0.3 0.7 0.42
H -0.486851 0.995193 2.116299 0.3 -0.1 1.1 0.38
H -2.131913 0.960380 1.346461 0.7 -0.6 0.1 0.26
H 1.243086 2.540213 0.827693 0.6 0.0 0.6 0.41
H 1.299482 2.521437 -1.030799 -1.9 0.4 2.7 0.24
H 0.128445 3.619833 -0.022066 0.1 -0.7 0.1 0.38
H 1.887759 -2.580865 1.695400 0.1 0.3 0.2 0.53
H 1.617444 -0.945665 2.174122 0.3 1.8 1.2 0.44
H 0.196959 -2.142589 1.769899 2.0 1.6 0.0 0.29
H 1.275671 -2.770855 -1.815437 -0.2 0.3 0.1 0.37
H 0.062124 -3.107895 -0.503717 -0.2 -0.1 -0.3 0.46
H 1.766094 -3.480741 -0.267517 -0.1 -0.3 -0.3 0.44
H 3.537279 -1.694199 0.213760 1.0 -0.8 0.1 0.46
H 2.893424 -0.719709 -1.231463 1.0 -0.6 -0.5 0.42
H 2.992313 0.070495 0.295848 -0.1 -2.2 -0.4 0.28
H -4.446723 -1.148910 -1.503262 -0.4 -0.4 -2.8 0.03
H -5.675123 -0.794648 0.028804 0.8 -0.1 -0.1 0.07



36
Properties=species:S:1:pos:R:3:forces:R:3:mulliken_charge:R:1 method="wB97M-V/def2-TZVPD" e_tot_ha=-4396.2279 multiplicity=2 s_squared=0.752 e_homo_ha="-0.460 / -0.482" charge=+1 orbital_gap_ev="8.50 / 9.10" relative_energy_kcal_mol=0.0 lumo_ev="-4.0 / -4.0"
Ti 0.624503 1.307757 0.832559 -0.2 -0.2 -0.2 1.03
O -1.687881 4.081083 1.287700 0.0 0.0 0.1 -0.50
C -1.506698 2.947229 0.981669 -0.1 0.1 0.0 0.06
O -0.789519 2.071122 1.757663 0.5 0.0 -0.4 -0.66
C -2.038047 2.324102 -0.313513 0.0 0.0 0.0 -0.11
C -2.231790 0.815958 -0.149379 0.0 0.0 0.0 0.01
C -3.054935 0.215406 -1.277507 0.0 0.0 0.0 -0.97
C -2.059451 0.240477 -2.459994 0.0 0.0 0.0 -0.99
C -0.836204 0.881903 -1.829466 0.0 0.0 0.0 -0.01
O -0.863782 0.341675 -0.453831 0.1 0.0 0.1 -0.17
C -1.048695 2.375525 -1.553265 0.0 0.0 0.1 -0.07
C 0.301945 3.061795 -1.325991 -0.1 0.0 -0.1 0.04
O 0.551500 4.156172 -1.720700 0.0 0.0 0.0 -0.52
O 1.201582 2.288639 -0.660294 -0.3 -0.1 0.5 -0.58
H -2.957394 2.852181 -0.554225 0.0 0.0 0.0 0.65
H -2.496623 0.496372 0.852988 0.0 0.0 0.0 0.64
H -3.952668 0.803474 -1.458487 0.0 0.0 0.0 0.37
H -3.361571 -0.799223 -1.033263 0.0 0.0 0.0 0.36
H -2.412430 0.821311 -3.309717 0.0 0.0 0.0 0.39
H -1.829136 -0.763865 -2.809156 0.0 0.0 0.0 0.37
H 0.118143 0.633131 -2.282712 0.0 0.0 0.0 0.61
H -1.522975 2.892062 -2.383547 0.0 0.0 0.0 0.67
C 1.423547 -4.374388 1.110910 0.0 0.0 0.0 -1.36
C 1.951679 -2.984058 1.316011 0.0 0.0 0.0 0.50
C 3.279324 -2.735476 1.655520 0.0 0.0 0.0 -0.27
C 3.744095 -1.438445 1.833397 -0.1 -0.1 0.0 -0.64
C 2.825955 -0.431777 1.666502 0.0 0.2 0.1 0.39
Br 3.282566 1.409253 1.865816 -0.1 -0.1 0.0 -0.11
N 1.550581 -0.623934 1.338935 0.0 0.1 -0.2 -0.11
C 1.123681 -1.882756 1.158292 0.0 0.0 0.0 -0.49
H 2.162485 -5.118712 1.398357 0.0 0.0 0.0 0.38
H 1.168407 -4.538968 0.063410 0.0 0.0 0.0 0.32
H 0.523980 -4.540963 1.702783 0.0 0.0 0.0 0.37
H 3.962323 -3.566264 1.781448 0.0 0.0 0.0 0.41
H 4.770081 -1.225171 2.092770 0.0 0.0 0.0 0.42
H 0.083408 -1.992611 0.878325 0.0 0.0 0.0 0.57